ORCA calculation (ωB97M-V with the def2-TZVPD basis set) on a cluster of 2 separate species, CHCl3FOP in total.

Energy relative to the best compared isomer or geometry (same formula, charge and spin), kcal/mol: 129.48
LUMO energy, eV: -3.7
Frontier orbital gap, eV: 6.619
Highest occupied orbital energy, Eh: -0.3791

ORCA input file:
```
! RIJCOSX wB97M-V def2-TZVPD def2/J DEFGRID3
* xyz 0 1
C -0.0555 -0.3306 0.8769
O 1.7601 -2.4999 1.3493
F 3.1163 0.1946 -1.3029
P 1.3285 -1.5818 0.2907
Cl -1.5128 -1.3773 1.0125
Cl 0.5642 0.5161 2.3058
Cl 1.0712 -2.6661 -1.4133
H -0.1459 0.5210 0.0805
*
```